58
Properties=species:S:1:pos:R:3:forces:R:3:nbo_charge:R:1 method="wB97M-V/def2-TZVPD" orbital_gap_ev=8.8 e_tot_ha=-1483.460169
C -1.302 -2.841 -2.397 0.111 -0.024 -0.189 -0.252
H -1.975 -2.838 -3.261 0.029 0.019 0.025 0.182
H -0.906 -3.845 -2.253 0.002 0.057 -0.061 0.199
H -0.476 -2.145 -2.587 -0.025 -0.007 -0.004 0.171
O -1.987 -2.527 -1.211 -0.285 0.208 0.317 -0.501
C -2.631 -1.320 -1.147 0.017 -0.127 0.050 0.229
C -2.505 -0.305 -2.077 0.115 -0.305 0.028 -0.276
C -3.114 0.924 -1.864 -0.223 0.049 0.125 -0.223
C -3.897 1.142 -0.747 -0.120 0.001 -0.333 -0.017
C -4.095 0.093 0.149 -0.068 -0.249 -0.083 -0.313
C -3.451 -1.119 -0.016 0.063 -0.157 -0.005 0.337
O -3.508 -2.156 0.869 0.151 0.069 -0.420 -0.507
C -4.255 -1.971 2.050 -0.126 0.054 0.198 -0.262
H -5.324 -1.869 1.834 0.035 0.011 0.012 0.178
H -4.096 -2.871 2.642 -0.053 0.056 -0.011 0.197
H -3.912 -1.095 2.609 -0.032 -0.021 -0.030 0.193
H -4.719 0.263 1.011 -0.006 -0.017 0.172 0.227
C -4.384 2.521 -0.397 0.143 -0.069 0.142 -0.434
H -4.233 3.186 -1.248 -0.067 0.002 -0.028 0.208
H -5.445 2.517 -0.146 -0.047 0.080 -0.046 0.220
C -3.582 3.045 0.820 -0.236 0.092 0.082 -0.220
N -2.208 2.605 0.762 0.212 0.268 0.042 -0.604
C -1.832 1.464 1.390 0.231 0.339 -0.121 0.678
O -2.402 1.004 2.375 -0.058 -0.120 0.187 -0.676
C -0.707 0.767 0.781 0.243 -1.068 0.336 -0.134
N -0.017 1.143 -0.315 -0.101 0.277 0.025 -0.191
N 0.755 0.196 -0.678 0.364 -0.040 -0.911 -0.122
N 0.594 -0.858 0.161 -0.962 0.444 0.665 -0.205
C -0.321 -0.544 1.104 0.041 0.811 -0.293 0.399
N -0.705 -1.298 2.152 -0.017 -0.315 0.270 -0.795
H -0.723 -2.299 2.043 -0.058 0.037 -0.029 0.396
H -1.494 -0.884 2.638 0.041 -0.068 -0.024 0.436
C 1.397 -2.034 0.021 0.538 -0.351 -0.027 -0.311
H 0.994 -2.837 0.639 0.095 0.123 -0.089 0.239
H 1.389 -2.352 -1.027 -0.108 -0.005 0.134 0.236
C 2.873 -1.796 0.427 -0.614 -0.156 -0.072 0.679
O 3.464 -2.608 1.102 0.118 -0.186 0.086 -0.598
N 3.351 -0.650 -0.093 -0.023 0.534 -0.336 -0.655
C 4.619 -0.070 0.057 0.445 0.038 0.127 0.214
C 5.638 -0.707 0.756 -0.041 -0.179 0.080 -0.250
C 6.877 -0.105 0.881 0.028 0.139 -0.062 -0.205
C 7.108 1.133 0.309 0.126 0.003 0.045 -0.226
C 6.092 1.765 -0.387 -0.013 -0.084 0.036 -0.191
C 4.840 1.186 -0.528 0.014 -0.027 0.021 -0.065
C 3.761 1.895 -1.294 0.065 -0.027 0.061 -0.643
H 4.125 2.857 -1.643 -0.014 0.041 -0.037 0.224
H 2.881 2.072 -0.677 -0.116 0.024 -0.014 0.227
H 3.452 1.316 -2.164 -0.111 -0.009 -0.084 0.218
H 6.274 2.732 -0.833 -0.018 0.089 -0.053 0.206
H 8.073 1.607 0.404 0.084 0.043 0.008 0.211
H 7.661 -0.609 1.426 0.060 -0.052 0.050 0.213
H 5.452 -1.670 1.200 -0.012 -0.025 0.006 0.249
H 2.682 -0.087 -0.618 0.109 -0.212 0.134 0.436
H -1.694 2.818 -0.082 0.017 -0.107 0.033 0.407
H -3.989 2.640 1.749 0.003 0.140 -0.092 0.227
H -3.619 4.136 0.861 -0.062 -0.092 0.086 0.203
H -2.952 1.718 -2.578 0.017 0.121 -0.061 0.211
H -1.895 -0.436 -2.955 0.099 -0.073 -0.065 0.223

---

63
Properties=species:S:1:pos:R:3:forces:R:3:nbo_charge:R:1 method="wB97M-V/def2-TZVPD" orbital_gap_ev=6.7 e_tot_ha=-2264.937661 charge=-1
Sn 0.047 1.143 -1.049 -0.479 -0.035 -0.059 1.291
C -2.492 -2.437 1.988 0.033 0.005 -0.001 -0.417
N -2.580 -1.352 1.032 0.074 0.058 -0.012 -0.332
C -3.114 -1.474 -0.226 -0.021 0.015 0.058 -0.075
C -2.806 -0.330 -0.889 -0.032 0.077 0.105 -0.036
N -2.073 0.485 -0.068 0.392 -0.295 -0.179 -0.570
C -1.919 -0.169 1.077 -0.310 0.114 0.101 0.137
P -1.237 0.521 2.623 0.008 -0.053 -0.028 0.726
C -1.450 2.288 2.268 0.060 0.010 0.087 0.082
N -1.142 2.936 1.166 -0.050 -0.002 0.034 -0.415
C -1.484 4.234 1.382 0.019 0.011 0.001 -0.077
C -1.999 4.382 2.641 0.029 0.043 -0.061 -0.102
N -1.974 3.137 3.206 -0.058 -0.050 -0.067 -0.343
C -2.456 2.795 4.528 0.030 -0.004 0.016 -0.399
C 0.583 0.453 2.527 -0.002 -0.106 -0.024 0.077
N 1.378 1.476 2.281 0.000 0.041 0.083 -0.457
C 2.646 0.995 2.423 0.001 0.043 -0.002 -0.085
C 2.613 -0.326 2.772 0.037 0.025 -0.061 -0.103
N 1.294 -0.660 2.863 0.002 0.054 -0.022 -0.329
C 0.781 -1.991 3.116 0.033 -0.060 -0.123 -0.430
H -3.358 -3.084 1.862 -0.001 0.010 0.004 0.203
H -1.578 -3.005 1.806 -0.004 -0.031 -0.059 0.256
H -2.495 -2.033 2.999 -0.001 0.002 0.012 0.204
H -3.627 -2.366 -0.537 0.012 -0.018 -0.013 0.221
H -3.027 -0.042 -1.900 0.031 -0.046 -0.043 0.245
H -1.350 4.982 0.618 -0.010 0.024 0.005 0.211
H -2.379 5.237 3.173 -0.001 0.001 0.006 0.204
H -2.828 3.700 5.003 0.003 -0.001 -0.009 0.206
H -3.263 2.067 4.469 -0.001 0.003 -0.001 0.212
H -1.655 2.380 5.139 0.006 0.005 -0.006 0.212
H 3.505 1.625 2.261 0.015 -0.020 -0.002 0.198
H 3.391 -1.052 2.935 -0.001 -0.011 0.035 0.209
H 1.508 -2.535 3.719 -0.011 0.019 0.027 0.197
H -0.150 -1.916 3.678 0.003 -0.007 0.002 0.199
H 0.615 -2.518 2.172 -0.077 -0.028 0.134 0.278
O -1.220 -2.347 -3.010 0.029 0.064 0.059 -0.672
C -0.325 -1.546 -2.768 -0.122 -0.050 0.009 0.832
O -0.524 -0.283 -2.564 0.226 0.085 -0.108 -0.907
C 1.117 -2.066 -2.793 -0.028 0.082 -0.058 -0.353
C 2.178 -0.996 -3.086 0.000 -0.027 -0.019 0.084
C 3.484 -1.672 -3.531 -0.023 -0.034 0.039 -0.430
C 3.985 -2.253 -2.183 -0.015 -0.023 0.016 -0.416
C 2.878 -1.778 -1.224 0.048 -0.060 0.001 0.083
O 2.524 -0.511 -1.785 0.007 0.039 0.048 -0.520
C 1.623 -2.645 -1.433 -0.058 0.021 -0.023 -0.332
C 0.645 -2.553 -0.252 0.103 -0.039 -0.068 0.797
O 0.380 -3.621 0.336 -0.062 -0.044 0.175 -0.765
O 0.237 -1.407 0.075 -0.015 0.120 0.009 -0.824
H 1.136 -2.847 -3.553 -0.047 -0.006 0.006 0.222
H 1.832 -0.172 -3.705 0.000 0.010 0.001 0.217
H 4.181 -0.933 -3.927 0.000 0.004 -0.005 0.204
H 3.318 -2.434 -4.292 0.004 -0.003 -0.006 0.201
H 4.950 -1.830 -1.899 0.002 0.012 -0.006 0.201
H 4.074 -3.340 -2.191 0.022 0.000 0.000 0.200
H 3.181 -1.653 -0.186 -0.030 0.059 0.016 0.206
H 1.887 -3.697 -1.523 0.030 0.008 -0.083 0.217
C -0.794 3.534 -4.572 0.000 -0.023 0.061 -0.269
O -0.349 2.745 -3.475 -0.078 0.003 -0.098 -0.586
C -1.275 2.504 -2.445 0.283 0.154 0.045 0.364
O -2.349 3.053 -2.500 0.001 -0.158 0.054 -0.678
H -0.147 3.298 -5.416 0.007 0.014 0.011 0.173
H -0.720 4.600 -4.341 -0.023 0.004 0.003 0.165
H -1.832 3.308 -4.816 0.010 -0.003 -0.018 0.192

---

51
Properties=species:S:1:pos:R:3:forces:R:3:nbo_charge:R:1 method="wB97M-V/def2-TZVPD" orbital_gap_ev=5.4 e_tot_ha=-1058.863533 charge=+1
C -2.727 4.958 2.611 -0.084 -0.013 -0.048 -0.267
O -2.998 3.730 1.901 1.041 -1.175 0.427 -0.452
C -2.199 2.653 2.107 -0.128 0.428 -0.225 0.428
C -2.505 1.488 1.353 -0.252 0.329 0.011 -0.275
C -1.727 0.365 1.467 0.058 0.012 0.140 -0.097
C -0.605 0.354 2.334 0.547 -0.393 0.126 -0.165
C 0.179 -0.832 2.417 -0.091 0.350 0.327 0.427
O 1.216 -0.879 3.199 -0.870 0.368 -0.382 -0.432
C 1.853 -2.126 3.547 0.258 -0.392 -0.124 -0.263
C -0.312 1.509 3.113 -0.174 -0.108 -0.182 -0.093
C -1.092 2.640 2.998 -0.081 0.258 0.064 -0.315
H -3.505 5.633 2.249 0.240 -0.028 0.186 0.225
H -2.818 4.822 3.699 -0.017 -0.032 -0.347 0.195
H -1.732 5.357 2.362 -0.301 -0.190 -0.001 0.196
H -3.373 1.526 0.693 0.266 -0.057 0.181 0.253
H -1.958 -0.553 0.926 -0.035 0.326 -0.086 0.232
H -0.127 -1.747 1.881 0.187 0.430 0.269 0.207
H 2.582 -1.843 4.309 -0.138 -0.208 -0.200 0.230
H 1.127 -2.841 3.954 0.100 0.309 -0.102 0.208
H 2.355 -2.553 2.670 -0.126 0.193 0.201 0.211
H 0.517 1.475 3.818 -0.176 0.109 -0.243 0.240
H -0.859 3.529 3.593 -0.096 -0.454 -0.247 0.246
C -1.049 -3.564 -3.184 0.021 0.257 -0.166 -0.412
C -0.948 -4.169 -1.775 -0.046 0.057 0.376 -0.412
C -0.030 -3.243 -0.962 0.400 -0.198 -0.257 -0.195
N 0.103 -2.039 -1.762 -0.753 0.019 0.400 -0.422
C 0.887 -1.022 -1.331 0.867 0.217 0.806 0.207
C 1.777 -1.057 -0.276 -0.585 -0.410 -0.460 -0.340
C 2.684 0.135 -0.295 -0.217 0.476 -0.250 -0.460
C 2.047 0.993 -1.387 0.402 -0.069 0.068 0.001
C 0.963 0.319 -1.959 -0.104 -0.062 -0.117 -0.023
C 0.149 0.939 -2.912 0.288 0.201 0.076 -0.225
C 0.499 2.220 -3.355 0.135 -0.072 0.310 -0.209
C 1.635 2.868 -2.840 -0.026 -0.472 0.185 -0.201
C 2.419 2.245 -1.851 -0.326 0.258 -0.211 -0.198
C -0.265 -2.239 -3.157 0.153 -0.012 -0.502 -0.202
H -0.623 -4.231 -3.938 -0.200 0.095 0.106 0.224
H -2.090 -3.355 -3.446 0.164 -0.220 -0.022 0.219
H -1.931 -4.195 -1.295 0.122 -0.184 -0.155 0.212
H -0.537 -5.181 -1.798 -0.202 0.117 0.047 0.224
H -0.449 -2.997 0.026 0.058 -0.021 -0.168 0.170
H 0.951 -3.722 -0.784 -0.143 0.171 -0.051 0.185
H 1.947 -1.928 0.348 0.105 0.017 -0.232 0.195
H 2.750 0.664 0.667 -0.022 0.057 -0.178 0.215
H 3.715 -0.149 -0.571 -0.299 0.062 0.082 0.240
H -0.749 0.443 -3.277 0.308 0.296 -0.036 0.212
H -0.122 2.716 -4.102 0.200 -0.101 0.217 0.223
H 1.905 3.860 -3.200 -0.056 -0.261 0.058 0.224
H 3.306 2.733 -1.446 -0.253 0.000 -0.100 0.219
H 0.632 -2.301 -3.804 -0.237 0.054 0.309 0.192
H -0.868 -1.407 -3.536 0.120 -0.335 0.119 0.200

---

We obtain energy above the lowest of the compared OMol25 structures with the same formula, charge and spin values of 146.5; 0.0; 211.0 kJ/mol for the records listed above, in that order.